Density functional theory data (ωB97M-V/def2-TZVPD) for a single C4H8N2O2 molecule.

Output
lowest unoccupied orbital energy	0.82	eV
electronic energy	-417.08991	a.u.
net charge	0
2S+1	1
energy relative to the best compared isomer or geometry (same formula, charge and spin)	435.9	kJ/mol

XYZ file:
```
16
C4H8N2O2 (ωB97M-V/def2-TZVPD)
C 2.1072 -2.4355 -0.4830
C 2.1654 -1.0404 0.1321
O 1.1789 -0.7852 1.0350
C 0.0637 0.0290 0.6288
N -0.1248 0.2645 -0.5759
N -1.2668 1.0815 -0.9978
C -2.2227 1.7530 -0.3297
O -2.4043 1.6290 0.8707
H 2.4240 -3.5713 0.1079
H 1.0103 -2.4083 -0.7988
H 2.6472 -2.5270 -1.5845
H 3.2065 -0.9262 0.6426
H 2.3275 -0.2807 -0.6099
H -0.6578 0.1420 1.4119
H -1.1918 1.1315 -2.0689
H -2.9035 2.4313 -1.0194
```



Density functional theory data (ωB97M-V/def2-TZVPD) for 2 unconnected molecules or ions with the total composition C4H8N2O2.

Output
lowest unoccupied orbital energy	0.78	eV
electronic energy	-417.15041	a.u.
net charge	0
2S+1	1
energy relative to the best compared isomer or geometry (same formula, charge and spin)	277.1	kJ/mol

XYZ file:
```
16
C4H8N2O2 (ωB97M-V/def2-TZVPD)
N -3.1115 0.9911 0.5287
C -2.1160 0.1265 0.1588
O -2.2459 -1.0497 0.4518
O -1.5260 0.5905 -0.9978
H -3.8404 0.6604 1.1356
H -3.0721 1.9620 0.2735
H -0.9130 -0.1164 -1.3362
C 3.1479 0.7391 0.3195
C 1.8364 0.1403 0.1533
C 0.9827 -0.7165 0.0369
N 0.1933 -1.6240 -0.5859
H 3.2010 1.2916 1.2577
H 3.4088 1.3837 -0.5205
H 3.9181 -0.0332 0.3754
H -0.4685 -2.1027 0.0211
H 0.6053 -2.2429 -1.2718
```



Density functional theory data (ωB97M-V/def2-TZVPD) for a single C4H8N2O2 molecule.

Output
lowest unoccupied orbital energy	0.65	eV
electronic energy	-417.11679	a.u.
net charge	0
2S+1	1
energy relative to the best compared isomer or geometry (same formula, charge and spin)	365.4	kJ/mol

XYZ file:
```
16
C4H8N2O2 (ωB97M-V/def2-TZVPD)
C 1.1878 0.7315 1.7330
C 0.9912 -0.5342 0.9665
O 1.9245 -1.5174 1.1181
C -0.0099 -0.7387 0.1054
C -1.1449 0.1825 -0.1441
O -1.8129 0.8321 0.6096
N -0.8685 0.5417 -1.6480
N -1.9672 -0.0438 -2.3462
H 0.2377 1.2463 1.8837
H 1.8646 1.4064 1.1938
H 1.6198 0.5312 2.7228
H 2.5215 -1.2955 1.8405
H -0.0363 -1.6634 -0.4560
H -0.0183 0.1250 -2.0175
H -1.7207 -0.3868 -3.3013
H -2.7686 0.5830 -2.2602
```



Density functional theory data (ωB97M-V/def2-TZVPD) for a single C4H8N2O2 molecule.

Output
lowest unoccupied orbital energy	0.90	eV
electronic energy	-417.06205	a.u.
net charge	0
2S+1	1
energy relative to the best compared isomer or geometry (same formula, charge and spin)	509.1	kJ/mol

XYZ file:
```
16
C4H8N2O2 (ωB97M-V/def2-TZVPD)
O -1.4951 -0.0437 -1.7497
N -0.3251 0.2262 -1.7181
N 0.0874 0.7875 -0.5373
C 1.4480 0.6783 -0.0488
C 1.5755 -0.4010 1.0445
C 0.3351 -1.2977 1.0573
C -0.9489 -0.5058 1.0934
O -0.8166 0.8127 0.4709
H 1.7842 1.6957 0.3476
H 2.0622 0.4492 -0.9557
H 2.4664 -0.9980 0.8954
H 1.6998 0.0589 2.0743
H 0.3112 -1.9956 1.9289
H 0.3475 -1.9276 0.1743
H -1.7333 -1.0664 0.5820
H -1.2393 -0.3070 2.0930
```



Density functional theory data (ωB97M-V/def2-TZVPD) for a molecular structure, C4H8N2O2.

Output
lowest unoccupied orbital energy	0.50	eV
electronic energy	-416.95132	a.u.
net charge	0
2S+1	1
energy relative to the best compared isomer or geometry (same formula, charge and spin)	799.8	kJ/mol

XYZ file:
```
16
C4H8N2O2 (ωB97M-V/def2-TZVPD)
C -0.5381 -1.9048 -0.3605
C -0.0591 -0.6060 0.2016
C 0.1591 1.7045 -0.4677
C 0.5325 2.3697 0.6495
H 0.3812 -2.3396 -0.9550
H -1.1021 -2.5597 0.6833
H -1.3633 -1.6569 -1.2548
H 0.8927 -1.6818 2.8674
H -0.3239 0.0302 -2.7022
H -0.0641 2.3627 -1.3209
H 0.6064 3.5028 0.3488
H 1.0578 2.0579 1.5786
N 0.3275 -0.3748 1.3610
N 0.0572 0.4518 -0.7654
O 0.1758 -1.5934 1.9759
O -0.7397 0.2376 -1.8394
```



Density functional theory data (ωB97M-V/def2-TZVPD) for a single C4H8N2O2 molecule.

Output
lowest unoccupied orbital energy	0.82	eV
electronic energy	-417.02770	a.u.
net charge	0
2S+1	1
energy relative to the best compared isomer or geometry (same formula, charge and spin)	599.3	kJ/mol

XYZ file:
```
16
C4H8N2O2 (ωB97M-V/def2-TZVPD)
C -1.7178 -0.4515 -0.3607
N -0.8659 0.6115 0.1355
O -1.6521 1.7003 0.6040
C 0.3077 0.2344 1.1019
C 1.0088 1.2431 0.3002
O 1.4071 2.3654 0.1412
N 1.4480 -0.1084 0.3370
C 1.7045 -1.2003 -0.5752
H -1.3761 -0.7493 -1.3527
H -1.6674 -1.3360 0.2781
H -2.7738 -0.2057 -0.4508
H -1.2432 2.4842 0.2015
H 0.0689 -0.1038 2.1058
H 0.7908 -1.6012 -1.0239
H 2.3544 -0.8629 -1.3830
H 2.2063 -2.0199 -0.0588
```